# C10H34NO9

A cluster of 8 separate species, C10H34NO9 in total in a non-equilibrium geometry (ωB97M-V/def2-TZVPD, the Open Molecules 2025 dataset).

Its total charge is -1. As for the spin multiplicity: 1. Its LUMO energy is 2.00 eV.

Geometry (Å):
N  0.256  0.551  0.014
H  0.578  -0.399  -0.223
H  -0.434  0.843  -0.698
H  1.044  1.202  -0.024
H  -0.293  0.606  0.902
C  0.070  0.995  3.460
O  0.307  -0.103  4.083
O  0.581  2.092  3.890
O  -0.708  0.997  2.404
O  2.032  2.622  -0.454
H  2.314  2.759  0.463
H  2.669  3.109  -0.984
O  -2.279  3.011  1.212
H  -1.770  2.259  1.602
H  -1.656  3.741  1.240
O  1.398  -1.811  -0.840
H  1.166  -2.602  -0.337
H  2.030  -2.114  -1.499
C  -1.217  2.230  -4.123
C  -1.460  2.539  -2.634
C  -2.712  3.404  -2.535
O  -1.561  1.316  -1.936
H  -1.050  3.111  -4.748
H  -2.006  1.625  -4.575
H  -0.276  1.681  -4.232
H  -0.563  3.102  -2.375
H  -2.988  3.606  -1.498
H  -3.538  2.901  -3.044
H  -2.566  4.381  -2.997
H  -2.449  0.975  -2.089
C  -3.913  -3.313  -0.273
C  -2.479  -2.821  -0.444
C  -1.999  -1.994  0.738
O  -1.664  -3.991  -0.621
H  -4.201  -3.769  -1.222
H  -4.638  -2.504  -0.141
H  -4.035  -3.965  0.590
H  -2.364  -2.266  -1.376
H  -1.965  -2.546  1.679
H  -2.704  -1.187  0.953
H  -1.051  -1.510  0.528
H  -1.370  -4.322  0.233
C  4.768  -2.053  1.244
C  4.253  -1.009  2.260
C  3.137  -0.162  1.663
O  3.780  -1.695  3.413
H  3.943  -2.563  0.743
H  5.348  -2.799  1.787
H  5.408  -1.549  0.515
H  5.114  -0.429  2.594
H  2.644  0.400  2.460
H  2.464  -0.845  1.152
H  3.577  0.514  0.922
H  3.030  -2.250  3.178